No. 1
ORCA calculation (wB97M-V/def2-TZVPD) on a structure of composition C11H20N2OPPd.

Geometry as XYZ:
```
36
Properties=species:S:1:pos:R:3:forces:R:3:mulliken_charge:R:1
C -0.884 -3.131 -0.839 -0.58 -2.49 6.11 -0.36
C -0.609 -3.979 -1.871 -2.23 -3.76 -1.79 -1.00
C -1.306 -3.523 -3.060 -1.40 -2.33 -1.84 -0.31
C -1.843 -2.318 -2.708 -2.38 1.43 1.32 -0.97
C -1.498 -1.944 -1.293 -2.88 -1.38 -1.91 -0.80
Pd 0.165 -2.291 -2.397 8.60 5.28 -2.61 0.86
P 1.445 -1.328 0.037 0.54 -1.10 -2.09 -0.36
H -0.698 -3.617 0.190 -0.18 1.71 -1.16 0.30
H -0.215 -4.949 -1.948 0.73 -1.09 0.87 0.53
H -1.463 -4.080 -4.041 0.42 0.90 1.55 0.44
H -1.983 -1.075 -0.877 0.59 -0.14 0.51 0.32
H -2.522 -1.771 -3.265 -1.00 1.18 -1.14 0.44
H 2.322 -0.233 -0.171 0.13 -0.11 1.01 0.00
H 2.322 -2.455 0.430 -0.72 1.35 0.24 0.18
H 0.542 -1.035 1.077 0.60 0.14 0.83 -0.03
C 0.944 1.988 -1.554 -0.15 0.14 -0.59 -1.50
N 0.704 2.025 -0.125 0.27 -0.10 0.01 0.74
C 1.651 2.738 0.708 -0.10 -0.43 -0.14 -0.76
C 0.993 3.064 2.019 0.04 0.27 0.58 -0.92
C 0.399 1.819 2.645 0.06 -0.34 -0.42 -0.65
N -0.555 1.256 1.701 -0.05 -0.11 0.31 0.38
C -1.488 0.277 2.216 -0.28 0.19 -0.10 -1.21
C -0.409 1.372 0.328 -0.28 0.29 -0.45 -0.13
O -1.240 0.946 -0.476 0.34 0.17 0.82 -0.65
H 1.979 2.292 -1.790 -0.42 -0.15 0.31 0.46
H 0.247 2.676 -2.048 0.16 -0.05 -0.18 0.27
H 0.768 0.985 -1.971 0.09 0.22 0.17 0.38
H 2.545 2.120 0.861 0.10 0.10 0.03 0.41
H 1.947 3.653 0.188 0.03 -0.04 0.03 0.44
H 0.186 3.774 1.836 -0.05 0.09 0.06 0.30
H 1.700 3.525 2.711 0.07 0.03 -0.04 0.40
H -0.106 2.055 3.594 -0.07 -0.04 -0.31 0.38
H 1.187 1.080 2.878 -0.07 0.14 -0.03 0.34
H -0.992 -0.519 2.788 0.07 0.18 -0.09 0.45
H -2.225 0.774 2.858 0.00 -0.12 0.06 0.35
H -2.009 -0.169 1.371 0.00 -0.02 0.07 0.27
```
Positions in Å, forces in eV/Å.

Calculated values
Charge: -1
E_HOMO (alpha / beta): 0.210 / -2.251 eV
Gap between HOMO and LUMO (alpha / beta): 0.0976 / 0.1852 Ha
LUMO (alpha / beta): 2.8667 / 2.7871 eV
Spin multiplicity: 3

=====

No. 2
ORCA calculation (wB97M-V/def2-TZVPD) on the ion C11H20N3O with charge +1.

Geometry as XYZ:
```
35
Properties=species:S:1:pos:R:3:forces:R:3:mulliken_charge:R:1
C -1.008 1.783 -3.236 -0.12 0.31 -0.24 -0.85
N -1.168 1.827 -1.780 -0.19 0.32 -0.14 -0.40
N -1.599 0.549 -1.321 -0.98 0.19 -1.72 0.23
C -1.351 0.377 0.098 1.05 -0.12 1.98 -0.94
C 0.138 0.246 0.310 -0.11 -0.14 -0.18 0.05
C 0.864 1.327 0.820 0.14 -0.19 0.13 -0.37
C 2.213 1.190 1.103 0.33 -0.53 -0.11 -0.80
C 2.852 -0.058 0.891 -0.12 -0.13 -0.13 0.85
O 4.166 -0.141 1.231 -0.67 -0.24 -0.20 -0.44
C 4.839 -1.402 1.053 -0.18 0.31 0.03 -0.81
C 2.126 -1.132 0.320 0.40 0.39 0.06 -0.52
C 0.789 -0.949 -0.019 0.11 0.13 0.26 -0.46
N -2.168 -0.715 0.513 -0.77 0.01 -0.22 -0.01
C -3.546 -0.230 0.659 0.15 -0.09 0.10 -0.88
C -1.702 -1.586 1.584 0.33 -0.30 0.29 -0.82
H -0.463 2.682 -3.534 -0.05 -0.21 0.01 0.30
H -0.400 0.900 -3.490 -0.14 0.39 -0.02 0.34
H -1.965 1.762 -3.782 0.27 -0.16 0.09 0.32
H -1.895 2.487 -1.482 0.44 -0.16 -0.24 0.26
H -1.045 -0.149 -1.827 -0.21 -0.09 0.07 0.52
H -2.609 0.389 -1.503 0.58 -0.21 -0.17 0.44
H -1.718 1.300 0.565 0.24 0.24 -0.04 0.51
H 0.362 2.285 0.986 0.20 -0.36 0.05 0.38
H 2.806 2.016 1.495 -0.17 -0.22 -0.09 0.43
H 5.868 -1.200 1.343 -0.09 -0.13 -0.06 0.25
H 4.410 -2.176 1.703 0.06 0.20 -0.11 0.35
H 4.796 -1.729 0.006 0.06 0.12 0.20 0.33
H 2.612 -2.095 0.143 -0.23 0.43 -0.02 0.38
H 0.255 -1.768 -0.517 0.11 0.25 0.36 0.49
H -4.139 -0.961 1.213 -0.03 0.16 -0.37 0.41
H -3.571 0.729 1.209 -0.13 -0.22 -0.06 0.32
H -3.992 -0.070 -0.337 -0.23 -0.10 0.41 0.21
H -2.563 -1.940 2.158 0.21 0.10 -0.11 0.31
H -1.196 -2.464 1.166 -0.08 0.15 0.18 0.28
H -1.001 -1.084 2.261 -0.20 -0.08 0.00 0.35
```
Positions in Å, forces in eV/Å.

Calculated values
Charge: +1
E_HOMO: -11.630 eV
Gap between HOMO and LUMO: 0.3246 Ha
Structure (SMILES): CN[NH2+][C@H](c1ccc(OC)cc1)N(C)C
LUMO: -2.7979 eV
Spin multiplicity: 1

=====

No. 3
ORCA calculation (wB97M-V/def2-TZVPD) on a structure of composition C11H20N3P2Pt.

Geometry as XYZ:
```
37
Properties=species:S:1:pos:R:3:forces:R:3:mulliken_charge:R:1
C -2.652 0.201 0.051 0.98 0.66 3.34 -0.52
C -3.562 1.258 -0.141 0.53 -0.09 0.73 -0.63
C -3.671 2.014 1.071 0.42 -0.65 -0.04 -0.37
C -2.825 1.425 2.066 -0.13 -0.01 -0.81 -0.77
C -2.162 0.313 1.518 -1.19 0.09 -3.36 -0.47
Pt 0.857 -1.080 -0.207 -1.32 -1.17 -0.37 -0.44
P 1.877 -1.474 -2.164 -0.52 0.03 0.27 -0.21
H -2.288 -0.552 -0.637 -0.22 0.06 -0.04 0.33
H -4.087 1.461 -1.071 0.02 0.05 0.14 0.37
H -4.291 2.898 1.210 0.05 -0.18 0.01 0.38
H -1.427 -0.354 1.954 -0.18 0.02 0.14 0.50
H -2.709 1.773 3.090 -0.06 0.04 -0.12 0.34
H 2.630 -0.423 -2.776 0.09 -0.45 -0.41 0.04
H 0.977 -1.802 -3.219 0.57 0.08 0.06 0.09
H 2.790 -2.571 -2.223 -0.20 0.42 -0.23 0.04
C 4.411 0.708 3.003 -0.29 0.34 -1.07 -0.84
N 4.873 -0.108 1.856 0.80 0.01 0.31 0.02
C 5.439 0.766 0.802 -1.02 0.31 0.62 -0.87
N 4.486 1.817 0.371 0.82 0.56 -0.04 0.01
C 4.024 2.602 1.541 0.02 -1.14 0.07 -0.85
N 3.431 1.745 2.597 0.50 0.34 0.35 0.06
C 2.155 1.154 2.172 0.33 -0.18 -0.48 -0.66
P 2.417 0.073 0.687 0.46 0.49 0.10 0.34
C 3.812 -0.974 1.342 -0.41 0.85 -0.14 -0.59
C 3.364 1.272 -0.390 -0.22 -0.42 1.02 -0.55
H 5.287 1.217 3.436 -0.29 -0.19 -0.08 0.27
H 3.940 0.046 3.743 0.20 0.20 -0.15 0.39
H 5.710 0.149 -0.066 0.00 0.20 0.24 0.38
H 6.329 1.264 1.218 -0.24 -0.18 -0.19 0.26
H 3.266 3.324 1.205 0.28 -0.13 0.13 0.39
H 4.895 3.121 1.971 -0.30 -0.11 -0.14 0.27
H 1.729 0.529 2.970 0.02 0.26 -0.14 0.38
H 1.431 1.934 1.897 0.10 -0.19 0.23 0.39
H 4.178 -1.611 0.527 0.01 0.01 0.26 0.40
H 3.398 -1.593 2.150 0.19 0.00 -0.26 0.34
H 2.668 2.075 -0.669 0.21 -0.17 -0.09 0.28
H 3.710 0.753 -1.293 0.00 0.22 0.17 0.50
```
Positions in Å, forces in eV/Å.

Calculated values
Charge: -1
E_HOMO (alpha / beta): -1.926 / -2.042 eV
Gap between HOMO and LUMO (alpha / beta): 0.1607 / 0.1561 Ha
LUMO (alpha / beta): 2.4475 / 2.2060 eV
Spin multiplicity: 3

=====

These records have energy above the lowest of the compared OMol25 structures with the same formula, charge and spin values of 0.00; 66.66; 1.68 kcal/mol, in the order they appear.
These records have F_max values of 10.4; 2.2; 3.6 eV/Å, in the order they appear.